Record 1
{
  "formula": "C2H4N2OS",
  "method": "the ωB97M-V functional and the def2-TZVPD basis",
  "charge": 0,
  "spin_multiplicity": 1,
  "energy_ha": -661.44306,
  "smiles": "O=CN/C=N\\S",
  "lumo_energy_ev": 0.5,
  "e_homo_ha": -0.3179,
  "largest_force_ha_per_bohr": 0.1202,
  "relative_energy_kj_mol": 374.1,
  "gap_ev": 9.15,
  "elements": ["C", "C", "H", "H", "H", "H", "N", "N", "O", "S"],
  "xyz": [[-0.60615, 1.05416, -0.22018], [1.31785, -0.74798, -0.06743], [-1.40498, -1.60027, 0.88672], [-0.16257, 2.03491, -0.37615], [1.19771, 1.25842, 0.36533], [2.60511, -0.63386, -0.06815], [-1.75336, 0.65121, -0.29265], [0.67787, 0.52108, 0.14407], [0.59295, -1.72458, -0.33544], [-2.46441, -0.81309, -0.03612]]
}

***

Record 2
{
  "formula": "C30H19Cl5IrN7O2Se",
  "method": "the ωB97M-V functional and the def2-TZVPD basis",
  "charge": 0,
  "spin_multiplicity": 1,
  "energy_ha": -6494.95968,
  "lumo_energy_ev": [-1.5, -1.5],
  "e_homo_ha": [-0.2804, -0.2804],
  "largest_force_ha_per_bohr": 0.0190,
  "relative_energy_kj_mol": 347.8,
  "gap_ev": [6.13, 6.13],
  "elements": ["Ir", "C", "C", "N", "O", "C", "C", "N", "O", "H", "H", "H", "H", "H", "H", "H", "Se", "N", "C", "C", "C", "C", "C", "N", "C", "C", "N", "C", "C", "C", "C", "C", "N", "H", "H", "H", "H", "H", "H", "Cl", "C", "C", "C", "Cl", "C", "Cl", "C", "Cl", "C", "Cl", "C", "C", "C", "C", "C", "C", "C", "C", "N", "H", "H", "H", "H", "H", "H"],
  "xyz": [[-0.99018, -0.32924, -0.44448], [-1.43674, -2.22620, 3.48800], [-1.38575, -1.81765, 2.05052], [-1.14498, -0.59889, 1.69663], [-0.89395, 0.27323, 2.76398], [-1.64047, -2.75114, 0.98527], [-2.07262, -4.16328, 1.21401], [-1.51607, -2.27255, -0.25338], [-1.78622, -2.99387, -1.24287], [-0.67415, -1.70783, 4.06461], [-1.31058, -3.30029, 3.59286], [-2.40769, -1.94788, 3.90496], [-0.83853, 1.13828, 2.33654], [-2.81363, -4.23239, 2.01143], [-1.23329, -4.81401, 1.47671], [-2.51132, -4.54181, 0.29420], [4.18222, 4.60539, 2.23954], [4.23881, 2.86926, 1.86996], [3.08744, 2.55105, 1.33478], [2.75928, 1.21480, 0.86991], [3.79532, 0.16071, 0.71565], [3.74591, -1.56970, -0.66861], [2.27811, -1.81002, -1.08142], [1.11885, -0.26728, -0.10011], [1.51312, 0.99530, 0.41207], [0.55400, 2.06818, 0.22383], [-0.60674, 1.71524, -0.38415], [-1.46230, 2.67457, -0.73332], [-1.22715, 4.01354, -0.44126], [-0.07583, 4.37822, 0.22634], [0.84774, 3.38927, 0.55803], [2.13774, 3.63639, 1.18813], [2.52901, 4.80730, 1.61453], [4.66737, 0.37324, 1.32818], [4.47403, -2.32355, -0.95068], [2.05963, -2.75216, -1.57290], [-2.36176, 2.35086, -1.23889], [-1.95925, 4.75083, -0.73692], [0.13357, 5.40884, 0.47925], [-2.50510, -0.58541, -3.67686], [-3.51538, -0.32878, -2.30432], [-2.97881, -0.10303, -1.01075], [-3.96475, 0.27694, -0.08220], [-3.51053, 0.89390, 1.48317], [-5.33962, 0.29592, -0.33908], [-6.47183, 0.73425, 0.88957], [-5.80980, -0.03444, -1.59596], [-7.49850, -0.04118, -1.93254], [-4.88363, -0.31815, -2.59181], [-5.46540, -0.65364, -4.18065], [0.14564, -0.90525, -2.20124], [1.48481, -0.57742, -1.60611], [2.31185, 0.47676, -2.25310], [3.56917, 0.70931, -1.88966], [4.23674, -0.09343, -0.81172], [3.30316, -1.29758, 0.79324], [1.83303, -1.49134, 0.36510], [5.69087, -0.01215, -0.92762], [6.83571, 0.04568, -0.99469], [0.00794, -1.98335, -2.25473], [-0.08003, -0.49671, -3.17528], [1.84903, 1.06300, -3.03887], [4.15128, 1.48475, -2.37268], [3.63582, -1.89251, 1.63840], [1.19536, -2.12088, 0.97948]]
}